58
Properties=species:S:1:pos:R:3:forces:R:3 method="wB97M-V/def2-TZVPD" orbital_gap_ev="1.955 / 6.873" spin_multiplicity=5 relative_energy_ev=2.140 e_lumo_ha="0.090 / 0.003" e_homo_ev="0.486 / -6.795" charge=-1 energy_ev=-64326.8840 s2=6.02
C -2.9837 -1.7515 -0.2919 -0.1 -0.2 0.0
C -1.4735 -1.6753 -0.1452 0.3 0.4 0.2
N -0.9830 -0.2175 -0.1909 -1.3 0.1 0.0
C -1.5717 0.5070 1.0205 0.6 -0.1 -0.4
C -3.0831 0.3404 1.0423 -0.5 0.0 0.2
C -3.5825 -0.3502 -0.2324 0.3 0.1 0.0
C -3.0628 0.4092 -1.4541 -0.6 0.1 -0.1
C -1.5466 0.4672 -1.4323 0.5 0.0 0.1
H -3.2117 -2.2409 -1.2437 -0.2 0.1 0.0
H -3.3690 -2.3855 0.5125 -0.1 0.1 -0.1
H -1.1610 -2.0763 0.8237 0.0 0.2 -0.2
H -0.9406 -2.2215 -0.9376 0.0 0.2 0.0
H -1.1207 0.0862 1.9218 0.0 0.0 -0.2
H -1.2509 1.5514 0.9339 -0.1 -0.3 0.1
H -3.3555 -0.2586 1.9208 0.0 0.1 -0.1
H -3.5429 1.3272 1.1636 0.0 -0.1 -0.1
H -4.6734 -0.3972 -0.2368 0.0 0.0 0.0
H -3.3859 -0.0796 -2.3812 0.0 0.0 0.1
H -3.4544 1.4339 -1.4721 0.0 -0.2 0.1
H -1.2264 1.5092 -1.4065 0.1 -0.4 0.0
H -1.0913 -0.0091 -2.3033 -0.1 -0.2 0.2
C -0.0257 -2.7135 5.6112 0.1 -0.2 -0.4
O 0.3559 -3.3152 4.3551 0.2 0.4 -0.1
C 0.8518 -2.5070 3.3808 -0.7 0.7 2.5
C 1.1567 -3.1364 2.1515 0.3 -0.4 -3.2
C 1.2381 -2.3590 1.0183 0.3 -2.2 0.7
C 0.9828 -0.9703 1.0916 -0.1 0.1 -2.9
C 0.5142 -0.2327 -0.1654 0.9 -0.5 0.6
C 1.2064 1.1009 -0.3941 0.5 1.1 0.7
C 2.6625 1.1672 -0.5003 -0.6 0.4 0.8
C 3.0470 2.5315 -0.7901 -0.6 -0.1 1.1
C 1.8421 3.3315 -0.8500 0.0 -0.7 1.1
C 0.7104 2.4625 -0.5782 1.0 -0.1 0.7
Fe 1.7881 1.8311 -2.1352 0.2 0.4 0.4
C 1.0731 0.5537 -3.4567 0.6 0.9 -1.3
C 2.5224 0.5816 -3.4713 -0.7 0.5 -1.1
C 2.9415 1.9454 -3.7404 -1.0 -0.5 -0.8
C 1.7504 2.7643 -3.8786 -0.1 -1.1 -0.8
C 0.5930 1.9073 -3.7002 0.9 -0.7 -0.9
C 1.0916 -0.3405 2.3462 0.3 1.0 4.3
C 0.9584 -1.1005 3.5076 -0.3 1.5 -1.3
H -0.2704 -3.5620 6.2499 0.0 0.2 0.0
H 0.8133 -2.1468 6.0376 -0.2 -0.2 0.0
H -0.9029 -2.0596 5.4960 0.3 -0.1 -0.1
H 1.2083 -4.2243 2.1096 0.2 0.3 0.0
H 1.4195 -2.8285 0.0474 -0.1 0.1 0.2
H 0.8063 -0.8623 -1.0156 -0.2 -0.1 -0.1
H 3.3180 0.3143 -0.3143 -0.2 0.3 -0.4
H 4.0667 2.9029 -0.8810 -0.4 -0.2 -0.2
H 1.7879 4.4084 -0.9912 0.0 -0.4 -0.1
H -0.3111 2.7988 -0.4368 0.3 0.0 -0.3
H 0.4570 -0.3399 -3.3989 0.2 0.1 0.2
H 3.1655 -0.2896 -3.3633 -0.2 0.3 0.2
H 3.9670 2.2755 -3.8810 -0.3 0.0 0.3
H 1.7180 3.8174 -4.1455 0.1 -0.2 0.3
H -0.4491 2.1956 -3.8279 0.3 0.0 0.3
H 1.1841 0.7454 2.4238 0.1 -0.3 0.0
H 0.8317 -0.6153 4.4782 0.2 -0.1 -0.4